ORCA calculation (the ωB97M-V functional and the def2-TZVPD basis) on a structure of composition C21H7Cl5N3O3RuS4.

The geometry in ORCA input format:
```
! RIJCOSX wB97M-V def2-TZVPD def2/J DEFGRID3
* xyz 1 5
Ru -0.89561 -1.47043 -0.86308
Cl -1.46610 1.14218 0.78828
C -2.74935 -0.00702 0.91185
C -2.60706 -1.19586 0.21560
C -3.62717 -2.13170 0.29693
Cl -3.45065 -3.60627 -0.59317
C -4.76665 -1.90110 1.06082
Cl -6.00857 -3.07654 1.14155
C -4.88071 -0.69784 1.76195
Cl -6.27142 -0.39557 2.70885
C -3.86686 0.26266 1.69088
Cl -4.00410 1.73859 2.54272
O -1.47710 0.57541 -7.72098
N -0.56513 1.13745 -7.15355
O 0.13810 1.99548 -7.62964
C -0.25088 0.70000 -5.77524
C 1.04156 0.78495 -5.41040
C 1.45616 0.33772 -4.11877
C 2.79396 0.38551 -3.68586
C 3.10796 -0.05831 -2.42819
C 2.08658 -0.54566 -1.60738
N 0.82580 -0.60182 -1.99921
C 0.50102 -0.17024 -3.24050
C -0.88083 -0.24319 -3.63826
N -1.75761 -0.73663 -2.72694
C -3.04098 -0.79398 -3.03535
C -3.52799 -0.35904 -4.26821
C -2.66047 0.12957 -5.20799
C -1.28285 0.19264 -4.90837
H 1.76626 1.19207 -6.10201
H 3.55654 0.77289 -4.34992
H 4.12220 -0.03766 -2.05636
H 2.29173 -0.89992 -0.60521
H -3.70701 -1.19524 -2.28429
H -4.58817 -0.41754 -4.46879
H -3.01890 0.45744 -6.17020
O 1.64173 -7.24527 1.62520
C 1.26517 -6.24167 1.12052
S 0.79680 -6.07986 -0.58911
C 0.38568 -4.39438 -0.53182
C 0.54168 -3.75482 0.71161
S 0.25070 -2.06996 1.00864
S 1.08636 -4.69505 2.03124
S -0.17700 -3.64457 -1.92992
*
```

M: 755.9 g/mol
strongest force on any atom: 0.5 eV/A
highest occupied orbital energy (spin up / spin down): -11.0332 / -11.7768 eV
frontier orbital gap (spin up / spin down): 6.83 / 5.92 eV
ΔE to the lowest compared entry with this formula, charge and spin: 0.0469 eV
⟨S²⟩: 6.028



ORCA calculation (the ωB97M-V functional and the def2-TZVPD basis) on a cluster of 36 separate species, C22H107FN2O38 in total in a non-equilibrium geometry.

The geometry in ORCA input format:
```
! RIJCOSX wB97M-V def2-TZVPD def2/J DEFGRID3
* xyz 0 1
C -0.14661 -2.64762 2.50293
C -1.73028 -3.07155 2.56576
C -2.63432 -1.85622 3.24745
C -2.84763 -0.56859 2.22447
C -3.92331 -1.05485 1.08684
C -3.91391 -0.17819 -0.29826
C -2.42675 0.19178 -0.87980
C -1.41231 -1.13190 -1.00081
C -0.76114 -1.28324 -2.49732
C 0.72307 -0.61419 -2.68462
C 1.12095 0.52537 -1.57603
C 2.20203 1.63711 -2.18551
C 1.93744 3.07695 -1.44847
C 3.22190 3.69272 -0.63767
C 4.05588 2.61404 0.27159
C 3.40773 2.29051 1.74151
C 4.24346 0.96206 2.21340
C 3.46084 -0.46411 2.00671
N 3.59362 -1.19950 0.83250
O 3.89203 3.30671 2.73412
C 3.04022 3.21845 3.93568
O 3.13173 3.77424 5.14622
C 1.80736 2.17101 3.62629
C 1.78955 2.38487 1.97813
F 0.89180 1.31627 1.48397
O 1.08933 3.67262 1.85433
C -0.37838 3.36108 1.83031
N -1.68479 3.22859 1.73012
H -0.06562 -1.52215 2.15889
H 0.46103 -3.37833 1.80536
H 0.27700 -2.74580 3.61115
H -1.79809 -4.02774 3.25852
H -2.13389 -3.36908 1.50421
H -2.18629 -1.56613 4.28889
H -3.72215 -2.29334 3.43672
H -3.27647 0.34541 2.82464
H -1.80025 -0.23985 1.80884
H -5.00200 -0.95133 1.58553
H -3.81509 -2.18343 0.78310
H -4.54154 -0.67207 -1.18480
H -4.44798 0.85697 -0.03834
H -2.45418 0.66770 -1.95137
H -1.94809 0.98103 -0.14929
H -2.13627 -2.06973 -0.85475
H -0.64137 -1.18976 -0.11713
H -0.62482 -2.45239 -2.69392
H -1.47772 -0.88145 -3.33474
H 0.74801 -0.09304 -3.74032
H 1.52302 -1.46811 -2.67048
H 1.55942 -0.02827 -0.61737
H 0.15813 1.15380 -1.29940
H 1.91044 1.75000 -3.33745
H 3.31084 1.26402 -2.17247
H 0.98400 3.09344 -0.74611
H 1.69171 3.85500 -2.31955
H 2.81039 4.52982 0.08121
H 3.96249 4.25687 -1.38504
H 5.12180 3.10934 0.48082
H 4.27864 1.58870 -0.24642
H 4.60407 0.98617 3.34305
H 5.24987 0.88746 1.57533
H 2.77720 -0.82413 2.91675
H 4.24497 -0.64681 0.22017
H 0.79093 2.37393 4.21582
H 1.97217 1.02338 3.87165
O 5.82244 5.40931 -1.78341
H 6.77068 5.21050 -1.76742
H 5.75430 6.17762 -2.36997
O -6.00442 1.52889 0.98738
H -6.91632 1.46915 1.30960
H -5.75043 2.44553 1.17246
O 5.20592 1.45501 -3.11816
H 4.99342 1.51387 -4.06173
H 5.81710 2.19213 -2.96952
O 5.06988 6.22167 4.43959
H 4.72675 7.01003 4.88647
H 4.55322 5.49457 4.81823
O -4.26029 -4.53958 0.25910
H -4.27892 -5.46519 -0.02697
H -5.19405 -4.31651 0.39074
O -2.95188 2.53881 4.46984
H -3.71532 3.11045 4.29855
H -2.22526 2.97056 3.99591
O -1.79013 -3.80797 5.49029
H -2.65253 -3.91826 5.91813
H -1.29335 -3.24835 6.10594
O 4.96350 -1.70582 -4.16689
H 4.05161 -1.76556 -3.84467
H 5.21749 -0.78918 -3.98181
O 5.76566 -2.20244 -7.03628
H 5.82908 -3.15496 -7.20251
H 5.17545 -2.13733 -6.27052
O 4.95722 8.12353 -0.77963
H 5.02063 7.17102 -0.94586
H 4.36700 8.18865 -0.01387
O 5.98018 -0.18897 -0.79927
H 6.92842 -0.38778 -0.78328
H 5.91204 0.57934 -1.38583
O -6.43669 -5.83889 -0.97319
H -7.21056 -5.34990 -1.29092
H -6.40506 -6.62242 -1.54246
O 0.58674 -5.42264 4.50208
H 1.27763 -4.75995 4.35222
H -0.13180 -4.92189 4.91675
O -7.45072 2.49205 3.39007
H -6.59429 2.91358 3.55682
H -7.83557 2.38673 4.27312
O -8.98954 -7.32027 -0.23767
H -8.13311 -6.89874 -0.07092
H -9.37439 -7.42559 0.64538
O 0.02923 2.61526 -4.47905
H -0.79235 2.11349 -4.58949
H -0.27025 3.50319 -4.23230
O 3.55031 0.36525 -6.88285
H 3.12646 -0.24930 -7.50061
H 4.45730 0.44261 -7.21506
O -5.63059 -8.42938 -0.96376
H -5.56718 -9.38190 -1.12999
H -6.22080 -8.36427 -0.19799
O -6.28573 -5.80887 -3.69274
H -5.33749 -6.00769 -3.67675
H -6.35387 -5.04056 -4.27930
O 1.25559 4.75265 7.23531
H 2.11919 4.51870 6.86327
H 0.89850 3.90757 7.54728
O -3.28432 -5.73337 -3.40399
H -2.76123 -5.03475 -3.82500
H -2.63693 -6.42954 -3.21629
O -3.66993 -6.96519 -6.04440
H -3.60652 -7.91771 -6.21063
H -4.26014 -6.90008 -5.27864
O -1.20487 -7.15243 2.90271
H -2.06727 -7.26272 3.33056
H -0.70809 -6.59280 3.51836
O -5.67598 3.79511 5.34260
H -5.87161 3.53591 6.25556
H -5.31467 4.69039 5.42585
O -0.66380 3.26718 5.64200
H -1.57569 3.20744 5.96422
H -0.40980 4.18381 5.82708
O 5.20228 0.99675 -9.13541
H 4.42840 1.48574 -9.45314
H 5.23391 0.21322 -9.70468
O 3.39761 -2.62654 4.74272
H 3.18511 -2.56768 3.79915
H 4.00879 -1.88941 4.89137
O 2.72888 1.71675 8.34990
H 2.51638 1.77561 7.40633
H 3.34006 2.45387 8.49855
O -6.35707 3.73559 -0.74395
H -6.37570 2.80998 -1.03002
H -7.29082 3.95867 -0.61231
O 0.70366 1.53484 -7.73713
H 1.56008 1.95637 -7.57038
H 0.31881 1.42952 -6.85408
O 7.39193 7.35188 -3.56920
H 7.17943 7.41075 -4.51277
H 8.00311 8.08901 -3.42055
O -2.38043 6.02453 0.12195
H -1.51683 5.79058 -0.25008
H -2.73752 5.17946 0.43392
O 5.74458 -5.07196 -6.93611
H 6.60818 -5.30591 -7.30815
H 5.38749 -5.91704 -6.62414
O -6.65769 -10.59244 0.15729
H -6.59427 -11.54496 -0.00893
H -7.24790 -10.52733 0.92306
O 2.26879 9.34775 -1.26336
H 3.21703 9.14894 -1.24737
H 2.20065 10.11606 -1.84992
*
```

M: 1027.1 g/mol
strongest force on any atom: 12.3 eV/A
highest occupied orbital energy: -9.2730 eV
frontier orbital gap: 9.07 eV



ORCA calculation (the ωB97M-V functional and the def2-TZVPD basis) on a structure of composition C22H11Br2F5MoN6OSe.

The geometry in ORCA input format:
```
! RIJCOSX wB97M-V def2-TZVPD def2/J DEFGRID3
* xyz 2 1
Mo -0.23313 0.87298 0.19097
N -1.31023 0.22099 4.33793
C -0.83009 1.06001 3.43203
N -0.77500 0.42180 2.26460
C -1.26371 -0.82969 2.55285
N -1.59330 -0.98227 3.80259
C -1.37134 -1.78681 1.46219
C -1.81825 -3.09283 1.58112
N -1.89702 -3.88735 0.52076
C -1.54047 -3.38437 -0.65076
C -1.08410 -2.07593 -0.78824
N -0.99679 -1.27861 0.27574
H -1.48184 0.38654 5.32154
H -0.53068 2.07889 3.61930
H -2.11392 -3.49405 2.54259
H -1.61435 -4.02892 -1.51746
H -0.80008 -1.67153 -1.75012
C 2.50003 0.06208 2.19096
C 2.78002 -0.03824 0.72620
C 4.05646 -0.39959 0.26701
C 4.32298 -0.51312 -1.07395
C 3.30183 -0.25491 -2.00685
C 3.40803 -0.34570 -3.42649
Br 5.03828 -0.83729 -4.20747
C 2.32983 -0.08666 -4.22948
C 1.08406 0.29163 -3.68083
Br -0.37656 0.63008 -4.78899
C 0.97684 0.41686 -2.32178
O -0.15406 0.76050 -1.64942
C 2.06055 0.12400 -1.48233
N 1.79584 0.21837 -0.13904
H 3.39681 -0.14529 2.76826
H 1.73589 -0.65995 2.48624
H 2.15504 1.06561 2.45100
H 4.82816 -0.59326 0.99772
H 5.30743 -0.79937 -1.41957
H 2.41898 -0.16694 -5.30384
F -5.17169 5.36374 -0.38240
C -3.97490 4.88418 -0.13024
C -3.76262 3.50822 -0.15217
F -4.74476 2.66602 -0.41746
C -2.49084 3.06023 0.11448
F -2.28978 1.67026 0.10454
C -1.41347 3.87012 0.40598
Se 0.34004 3.15505 0.72301
C -1.65700 5.23466 0.42583
F -0.66689 6.07149 0.69658
C -2.92305 5.74370 0.16040
F -3.12838 7.04325 0.18391
*
```

M: 805.1 g/mol
strongest force on any atom: 0.7 eV/A
highest occupied orbital energy (spin up / spin down): -14.1827 / -14.1829 eV
frontier orbital gap (spin up / spin down): 5.72 / 5.73 eV



ORCA calculation (the ωB97M-V functional and the def2-TZVPD basis) on a structure of composition C22H11F5N4PdSSe.

The geometry in ORCA input format:
```
! RIJCOSX wB97M-V def2-TZVPD def2/J DEFGRID3
* xyz 0 1
Pd -0.33906 0.66860 0.62552
C -3.77661 -1.37694 2.24948
C -3.20247 -2.55185 2.69967
C -1.85877 -2.78057 2.45632
C -1.12904 -1.83177 1.76721
N -1.70371 -0.68835 1.31917
C -2.99243 -0.46396 1.56667
C 0.31899 -1.95982 1.48170
C 1.11073 -3.08701 1.62018
C 2.44773 -3.00476 1.25698
C 2.97376 -1.81695 0.76448
C 2.13424 -0.72294 0.65334
N 0.85431 -0.83793 1.00682
C 2.48173 0.63475 0.16257
C 3.78193 1.08385 0.03976
C 4.00770 2.39049 -0.36318
C 2.92640 3.21283 -0.61957
C 1.64668 2.70847 -0.46164
N 1.42668 1.44740 -0.09572
H -4.81833 -1.15335 2.42789
H -3.78893 -3.27936 3.24404
H -1.37488 -3.67611 2.81878
H -3.38512 0.46967 1.18902
H 0.69288 -4.01116 1.99184
H 3.08367 -3.87386 1.35223
H 4.01084 -1.74835 0.46939
H 4.60623 0.42806 0.28177
H 5.01855 2.76258 -0.46079
H 3.05781 4.24092 -0.92396
H 0.76175 3.30805 -0.62781
F -1.43826 -0.02330 -5.89822
C -1.54959 0.50041 -4.68024
C -2.26243 -0.16465 -3.69882
F -2.83846 -1.33516 -3.97951
C -2.37136 0.39069 -2.43804
F -3.06984 -0.29563 -1.53227
C -1.77849 1.59884 -2.10102
Se -1.87476 2.32573 -0.32643
C -1.07793 2.24219 -3.11086
F -0.46618 3.40988 -2.87889
C -0.95492 1.71182 -4.38374
F -0.26243 2.35625 -5.32325
S -0.00011 2.24720 2.84883
C 0.37238 0.79876 3.58231
N 0.59912 -0.25370 4.02800
*
```

M: 643.8 g/mol
strongest force on any atom: 0.7 eV/A
highest occupied orbital energy: -7.0381 eV
frontier orbital gap: 5.99 eV
ΔE to the lowest compared entry with this formula, charge and spin: 0.0000 eV